(1)
C22H26N2O5S | ωB97M-V/def2-TZVPD

SMILES = O=C(/C=C/c1ccc(S(=O)(=O)N2CCOCC2)cc1)N(CCO)Cc1ccccc1
net charge = 0
E = -47287.861 eV
highest occupied orbital energy = -9.1105 eV
ΔE to the lowest compared entry with this formula, charge and spin = 262.38 kJ/mol

Each line ends with the Löwdin charge.
Atoms and positions in Å:
O: 4.84 1.18 -1.16  0.071
C: 3.64 1.37 -1.25  -0.433
N: 3.09 2.22 -2.14  -0.052
C: 3.99 2.91 -3.07  -0.114
H: 3.38 3.34 -3.87  0.119
H: 4.68 2.18 -3.50  0.136
C: 4.83 4.00 -2.38  -0.249
O: 6.08 3.54 -1.97  -0.071
H: 5.95 2.68 -1.53  0.058
H: 5.03 4.81 -3.09  0.117
H: 4.26 4.41 -1.53  0.122
C: 1.67 2.52 -2.16  -0.098
C: 0.81 1.28 -2.26  -0.232
C: -0.32 1.14 -1.46  -0.046
C: -1.10 0.00 -1.54  -0.072
C: -0.77 -1.00 -2.44  -0.083
C: 0.34 -0.86 -3.25  -0.073
C: 1.13 0.27 -3.17  -0.040
H: 2.00 0.38 -3.80  0.120
H: 0.60 -1.64 -3.95  0.105
H: -1.38 -1.89 -2.50  0.100
H: -1.97 -0.10 -0.91  0.091
H: -0.58 1.92 -0.76  0.116
H: 1.48 3.15 -3.04  0.132
H: 1.39 3.09 -1.27  0.126
C: 2.68 0.62 -0.39  0.010
C: 2.11 1.12 0.71  -0.039
C: 1.12 0.43 1.52  -0.211
C: 0.29 1.18 2.35  -0.017
C: -0.74 0.57 3.06  -0.043
C: -0.91 -0.79 2.96  -0.283
C: -0.07 -1.57 2.18  -0.041
C: 0.94 -0.96 1.46  -0.004
H: 1.60 -1.56 0.86  0.116
H: -0.23 -2.63 2.15  0.120
S: -2.26 -1.60 3.80  0.678
O: -3.09 -0.61 4.43  -0.280
O: -1.77 -2.69 4.59  -0.275
N: -3.04 -2.28 2.46  -0.240
C: -3.73 -1.30 1.66  -0.179
H: -4.59 -0.88 2.20  0.134
C: -4.19 -1.99 0.37  -0.192
O: -5.02 -3.09 0.65  -0.124
C: -4.36 -4.03 1.46  -0.182
C: -3.90 -3.40 2.78  -0.171
H: -4.78 -3.07 3.35  0.138
H: -3.33 -4.10 3.38  0.121
H: -3.48 -4.43 0.93  0.130
H: -5.08 -4.83 1.65  0.130
H: -3.31 -2.32 -0.20  0.121
H: -4.79 -1.31 -0.24  0.131
H: -3.02 -0.49 1.43  0.114
H: -1.41 1.14 3.69  0.116
H: 0.43 2.25 2.42  0.117
H: 2.31 2.15 0.99  0.128
H: 2.52 -0.40 -0.69  0.126


(2)
C14H21ClRhSi | ωB97M-V/def2-TZVPD

2S+1 = 5
net charge = -1
E = -38262.320 eV
highest occupied orbital energy (alpha / beta) = -0.9599 / -4.4762 eV

Each line ends with the Löwdin charge.
Atoms and positions in Å:
C: -1.57 -0.26 -0.38  -0.298
C: -1.29 0.97 -1.09  -0.283
C: -1.19 1.99 -0.05  -0.260
H: -1.21 1.04 -2.19  0.094
C: -1.33 1.38 1.24  -0.277
C: -1.58 0.00 1.03  -0.298
H: -1.73 -0.83 1.73  0.085
H: -1.65 -1.28 -0.73  0.088
H: -1.04 3.05 -0.23  0.067
H: -1.37 1.80 2.25  0.102
Rh: 0.17 0.55 0.20  0.861
Cl: 1.32 -0.74 -1.54  -0.188
C: 2.40 2.45 -1.94  -0.115
C: 2.13 3.33 -0.87  -0.137
C: 0.90 4.00 -1.15  -0.112
H: 2.72 3.47 0.02  0.078
C: 0.43 3.53 -2.42  -0.131
C: 1.37 2.57 -2.90  -0.120
H: 1.27 2.00 -3.82  0.088
H: 3.24 1.77 -2.01  0.086
H: 0.41 4.75 -0.53  0.099
H: -0.49 3.84 -2.91  0.090
C: 0.55 -1.54 2.55  -0.229
Si: 2.07 -0.41 2.70  0.425
C: 2.24 0.30 4.46  -0.214
C: 3.57 -1.49 2.16  -0.196
C: 1.77 1.03 1.52  -0.390
H: 0.84 -2.48 3.05  0.018
H: 0.32 -1.75 1.48  0.018
H: -0.32 -1.06 3.02  0.012
H: 2.49 -0.50 5.17  0.003
H: 3.00 1.10 4.54  0.021
H: 1.29 0.75 4.81  0.019
H: 3.36 -1.98 1.19  0.023
H: 4.51 -0.95 2.02  0.013
H: 3.71 -2.29 2.90  0.010
H: 1.59 2.01 1.96  -0.027
H: 2.74 1.08 0.98  -0.023


(3)
C8H12N2O | ωB97M-V/def2-TZVPD

net charge = 0
E = -13509.768 eV
highest occupied orbital energy = -7.8596 eV
ΔE to the lowest compared entry with this formula, charge and spin = 834.25 kJ/mol

Each line ends with the Löwdin charge.
Atoms and positions in Å:
C: -0.78 3.57 -0.76  -0.047
C: 0.10 2.33 -0.59  -0.598
C: 0.28 0.43 0.99  -0.122
C: -0.24 -2.93 1.00  -0.218
C: -1.23 -2.50 0.02  -0.014
C: -0.97 -1.16 -0.52  -0.114
C: 0.34 -0.71 -0.47  -0.304
C: 1.19 -1.53 0.20  -0.212
H: -1.24 3.92 0.25  0.074
H: -1.92 2.96 -1.44  0.192
H: -0.08 4.51 -1.38  0.165
H: -1.47 1.72 0.45  0.119
H: 1.30 0.42 0.45  0.129
H: 0.37 0.72 2.10  0.135
H: -0.38 -0.44 1.06  0.076
H: -0.53 -3.84 1.68  0.125
H: -2.27 -2.83 0.15  0.088
H: -1.82 -0.61 -1.13  0.144
H: 0.65 0.19 -1.13  0.149
H: 2.34 -1.41 0.09  0.160
N: -0.50 1.54 0.30  0.017
N: 0.98 -2.59 1.00  0.066
O: 1.20 2.13 -1.18  -0.009


(4)
CH7OPSi | ωB97M-V/def2-TZVPD

net charge = 0
E = -20361.033 eV
highest occupied orbital energy (alpha / beta) = -8.9958 / -7.6237 eV
ΔE to the lowest compared entry with this formula, charge and spin = 275.48 kJ/mol

Each line ends with the Löwdin charge.
Atoms and positions in Å:
C: 2.37 -0.54 -0.08  0.058
O: -0.97 2.08 0.19  -0.347
Si: -0.79 0.52 0.65  0.329
P: -1.89 -1.26 -0.15  0.466
H: 2.51 -1.36 0.50  -0.064
H: 2.29 -0.66 -1.13  -0.028
H: 2.96 0.26 0.23  -0.051
H: -0.33 2.72 -0.25  0.086
H: -1.17 0.55 2.05  -0.098
H: -3.26 -0.85 -0.49  -0.148
H: -1.73 -1.46 -1.51  -0.202


(5)
C5H8N4O | ωB97M-V/def2-TZVPD

SMILES = Cn1ccn(C)c1=NN=O
net charge = 0
E = -13319.112 eV
highest occupied orbital energy = -7.6780 eV
ΔE to the lowest compared entry with this formula, charge and spin = 421.66 kJ/mol

Each line ends with the Löwdin charge.
Atoms and positions in Å:
C: -1.82 -0.47 0.22  -0.065
C: -1.61 0.83 0.35  -0.084
C: 0.35 -0.12 -0.07  -0.315
C: -0.39 -2.51 -0.15  0.016
C: 0.44 2.31 0.00  -0.033
N: 1.58 -0.36 -0.41  0.049
N: 2.65 0.19 0.13  -0.179
N: -0.61 -1.07 0.02  -0.057
N: -0.31 1.10 0.09  -0.072
O: 3.69 0.17 -0.53  -0.098
H: -2.68 -1.10 0.36  0.123
H: -2.35 1.66 0.52  0.147
H: 0.68 -2.60 -0.45  0.106
H: -0.47 -2.94 0.75  0.043
H: -1.16 -2.96 -0.79  0.103
H: 0.08 2.92 -0.84  0.087
H: 0.38 2.88 1.05  0.138
H: 1.53 2.07 -0.26  0.092


(6)
C21H19NO5S | ωB97M-V/def2-TZVPD

SMILES = Cc1ccc(S(=O)(=O)Oc2cccc(N3C(=O)[C@H]4CC=CC[C@H]4C3=O)c2)cc1
net charge = 0
E = -44648.718 eV
highest occupied orbital energy = -9.2917 eV
ΔE to the lowest compared entry with this formula, charge and spin = 19.25 kJ/mol

Each line ends with the Löwdin charge.
Atoms and positions in Å:
C: -6.26 -2.34 0.78  -0.046
C: -5.30 -1.19 0.67  -0.266
C: -3.96 -1.35 0.99  -0.021
C: -3.08 -0.28 0.90  -0.049
C: -3.55 0.95 0.50  -0.277
C: -4.88 1.14 0.18  -0.041
C: -5.76 0.07 0.27  -0.025
H: -6.80 0.20 0.02  0.116
H: -5.21 2.12 -0.14  0.118
S: -2.41 2.29 0.27  0.688
O: -1.26 2.09 1.10  -0.252
O: -3.08 3.54 0.30  -0.243
O: -2.00 2.03 -1.28  -0.139
C: -1.20 0.93 -1.51  -0.306
C: -1.74 -0.21 -2.08  -0.008
C: -0.94 -1.32 -2.29  -0.054
C: 0.39 -1.30 -1.92  0.002
C: 0.92 -0.16 -1.34  -0.156
C: 0.14 0.97 -1.14  0.072
H: 0.54 1.86 -0.68  0.131
N: 2.28 -0.13 -0.94  0.117
C: 2.87 -1.15 -0.21  -0.373
O: 2.33 -2.17 0.12  0.126
C: 4.30 -0.73 0.11  -0.158
C: 4.46 0.65 -0.54  -0.158
C: 3.13 0.93 -1.21  -0.373
O: 2.84 1.90 -1.86  0.137
H: 5.25 0.64 -1.30  0.163
C: 4.79 1.76 0.48  -0.126
C: 5.86 1.29 1.41  -0.094
C: 5.73 0.09 1.97  -0.095
C: 4.52 -0.72 1.63  -0.128
H: 4.60 -1.75 2.00  0.121
H: 3.64 -0.27 2.11  0.134
H: 6.46 -0.32 2.65  0.101
H: 6.70 1.93 1.60  0.102
H: 5.08 2.66 -0.05  0.122
H: 3.89 1.99 1.05  0.135
H: 4.98 -1.46 -0.33  0.163
H: 1.01 -2.17 -2.07  0.117
H: -1.36 -2.20 -2.74  0.109
H: -2.79 -0.21 -2.36  0.126
H: -2.03 -0.39 1.15  0.122
H: -3.59 -2.32 1.30  0.117
H: -6.74 -2.32 1.76  0.089
H: -7.03 -2.27 0.02  0.080
H: -5.74 -3.28 0.68  0.078


(7)
C8H9BNO4 | ωB97M-V/def2-TZVPD

net charge = -1
E = -18801.829 eV
highest occupied orbital energy = -3.4023 eV
ΔE to the lowest compared entry with this formula, charge and spin = 144.34 kJ/mol

Each line ends with the Löwdin charge.
Atoms and positions in Å:
B: -2.70 0.32 -0.14  -0.904
C: 2.88 -0.86 0.32  -0.086
C: 2.23 -0.08 1.29  -0.121
C: 2.47 -0.66 -1.03  -0.082
C: 1.17 0.73 0.95  -0.107
C: 1.31 0.03 -1.31  -0.051
C: 0.65 0.81 -0.33  -0.220
C: -0.78 -2.02 0.21  -0.480
C: -0.64 1.60 -0.46  -0.253
N: -1.54 0.54 -0.83  0.080
O: -0.63 -1.78 1.31  0.209
O: -0.98 -2.46 -0.84  0.192
O: -3.66 -0.65 -0.40  0.103
O: -3.16 1.18 0.95  0.026
H: 3.66 -1.43 0.49  0.030
H: 2.46 -0.16 2.38  0.108
H: 2.86 -1.02 -1.95  0.077
H: 0.68 1.46 1.74  0.146
H: 0.96 0.05 -2.26  0.072
H: -1.00 2.02 0.48  0.078
H: -0.52 2.38 -1.28  0.117
H: -3.23 -1.30 -0.90  0.023
H: -2.48 1.29 1.61  0.043


(8)
C6H10S2 | ωB97M-V/def2-TZVPD

SMILES = C=C(SC)C(=C)SC
net charge = 0
E = -28053.275 eV
highest occupied orbital energy = -8.6429 eV
ΔE to the lowest compared entry with this formula, charge and spin = 102.77 kJ/mol

Each line ends with the Löwdin charge.
Atoms and positions in Å:
C: -2.10 -1.50 -0.69  -0.400
C: -0.74 0.80 0.05  -0.651
C: -1.48 1.83 -0.39  0.007
C: 0.74 0.80 -0.05  -0.655
C: 1.46 1.84 0.39  0.012
C: 2.10 -1.49 0.69  -0.404
H: -1.24 -1.77 -1.33  0.020
H: -2.59 -2.42 -0.34  0.036
H: -2.79 -0.89 -1.26  0.029
H: -1.01 2.71 -0.84  0.076
H: -2.56 1.87 -0.27  0.060
H: 2.55 1.85 0.25  0.066
H: 1.02 2.68 0.87  0.062
H: 2.62 -2.39 0.32  0.035
H: 2.78 -0.89 1.29  0.038
H: 1.25 -1.78 1.31  0.014
S: -1.54 -0.63 0.80  0.825
S: 1.54 -0.62 -0.79  0.831


(9)
C11H14BF3N6Sr | ωB97M-V/def2-TZVPD

net charge = 0
E = -30239.244 eV
highest occupied orbital energy = -7.0335 eV
ΔE to the lowest compared entry with this formula, charge and spin = 222.68 kJ/mol

Each line ends with the Löwdin charge.
Atoms and positions in Å:
H: 0.02 3.18 2.10  0.125
N: 0.33 1.85 0.49  -0.343
B: 0.75 0.80 -1.85  -0.508
N: 0.67 1.99 -0.82  -0.022
C: 0.82 3.31 -1.09  -0.048
Sr: 0.04 0.05 1.29  1.528
H: 1.08 3.63 -2.10  0.129
C: 0.57 4.04 0.07  -0.041
H: 0.61 5.12 0.19  0.103
C: 0.27 3.08 1.05  -0.106
H: 1.23 1.26 -2.87  0.123
C: -2.13 -2.79 2.86  -0.076
H: -2.40 -3.15 3.86  0.024
H: -1.09 -3.31 2.67  0.060
H: -2.76 -3.23 2.07  0.009
N: -0.64 0.22 -2.16  -0.065
N: 1.70 -0.28 -1.27  -0.038
N: -1.46 -0.29 -1.20  0.008
N: 1.58 -0.74 0.00  -0.234
C: -1.26 0.21 -3.38  -0.076
C: 2.71 -0.93 -1.90  -0.050
H: -0.74 0.58 -4.27  0.120
H: 2.96 -0.70 -2.93  0.129
C: -2.53 -0.33 -3.21  -0.066
C: 3.27 -1.85 -1.01  -0.047
C: -2.59 -0.62 -1.82  -0.153
C: 2.52 -1.68 0.18  -0.120
H: -3.29 -0.49 -3.97  0.095
H: 4.10 -2.52 -1.18  0.101
H: -3.42 -1.06 -1.26  0.107
H: 2.62 -2.18 1.14  0.120
H: -2.20 -1.69 2.82  -0.012
F: -1.50 0.18 4.51  -0.045
C: -0.37 -0.42 4.01  -0.623
F: 0.62 0.44 4.46  -0.065
F: -0.11 -1.66 4.54  -0.043


(10)
C3H9NO | ωB97M-V/def2-TZVPD

SMILES = NC=O.CC
net charge = 0
E = -6794.650 eV
highest occupied orbital energy = -10.2107 eV
ΔE to the lowest compared entry with this formula, charge and spin = 39.18 kJ/mol

Each line ends with the Löwdin charge.
Atoms and positions in Å:
C: 1.76 -0.57 -0.38  -0.170
C: 0.79 -0.19 -1.50  -0.164
H: 1.38 -0.28 0.59  0.043
H: 1.97 -1.64 -0.34  0.061
H: 2.71 -0.06 -0.49  0.058
H: -0.24 -0.42 -1.19  0.048
H: 1.01 -0.63 -2.47  0.063
H: 0.78 0.90 -1.59  0.062
C: -1.44 1.08 1.22  -0.441
N: -2.07 -0.13 1.39  0.108
O: -1.76 1.90 0.41  0.019
H: -0.63 1.25 1.96  0.125
H: -1.50 -0.89 1.73  0.088
H: -2.74 -0.32 0.66  0.100


(11)
C9H21Br3O10S3 | ωB97M-V/def2-TZVPD

net charge = 0
E = -272776.853 eV
highest occupied orbital energy = -10.4131 eV
ΔE to the lowest compared entry with this formula, charge and spin = 22.39 kJ/mol

Each line ends with the Löwdin charge.
Atoms and positions in Å:
O: -2.33 3.69 -1.80  -0.313
S: -2.60 4.71 -2.82  0.695
O: -1.62 5.79 -3.07  -0.300
O: -2.84 3.82 -4.18  -0.279
C: -3.78 2.80 -4.20  -0.304
C: -3.48 2.05 -5.51  -0.060
C: -4.30 5.51 -2.56  -0.086
H: -4.75 3.29 -4.26  0.110
H: -3.76 2.12 -3.35  0.119
H: -3.21 2.71 -6.32  0.078
H: -4.27 1.39 -5.86  0.077
H: -2.58 1.43 -5.45  0.076
H: -5.04 4.73 -2.37  0.061
H: -4.50 6.27 -3.32  0.068
H: -4.11 6.15 -1.70  0.059
O: 6.42 -2.65 -1.48  -0.296
S: 5.77 -2.97 -2.77  0.650
O: 5.41 -4.32 -3.06  -0.275
O: 4.44 -2.02 -2.90  -0.236
C: 3.66 -2.19 -4.02  -0.363
C: 2.76 -1.05 -4.05  -0.087
C: 6.87 -2.33 -4.05  -0.124
H: 3.07 -3.10 -3.92  0.129
H: 4.18 -2.25 -4.98  0.125
H: 1.88 -1.11 -4.69  0.091
H: 3.29 -0.10 -4.16  0.088
H: 2.31 -0.81 -3.09  0.085
H: 7.80 -2.86 -3.85  0.070
H: 6.93 -1.26 -3.85  0.073
H: 6.72 -2.52 -5.11  0.070
C: -1.60 -0.68 0.72  -1.453
Br: -1.14 -0.50 2.64  0.503
Br: -3.54 -0.53 0.30  0.519
Br: -0.78 -2.48 0.19  0.458
H: -1.09 0.10 0.15  -0.028
C: -1.25 -1.64 8.82  -0.196
C: 0.01 -1.14 9.67  -0.140
O: -0.16 -1.75 10.97  -0.214
S: -1.48 -2.81 11.02  0.759
O: -2.64 -2.16 11.65  -0.253
O: -0.96 -4.05 11.62  -0.244
O: -1.61 -2.81 9.41  -0.210
H: -1.11 -1.79 7.75  0.136
H: -2.09 -0.97 8.98  0.123
H: 0.22 -0.08 9.60  0.124
H: 0.89 -1.62 9.23  0.116


(12)
C6F18O18S6Zn | ωB97M-V/def2-TZVPD

net charge = -4
E = -205417.548 eV
highest occupied orbital energy = 1.6336 eV
ΔE to the lowest compared entry with this formula, charge and spin = 539.62 kJ/mol

Each line ends with the Löwdin charge.
Atoms and positions in Å:
Zn: 0.09 -0.32 0.14  0.473
C: -0.42 -5.03 0.22  -0.580
F: -1.69 -4.61 -0.20  0.061
F: -0.44 -5.32 1.52  0.101
F: -0.09 -6.16 -0.45  0.077
S: 0.87 -3.61 -0.05  0.598
O: 1.91 -3.84 1.00  -0.354
O: 1.28 -3.67 -1.45  -0.323
O: 0.19 -2.31 0.17  -0.328
C: -2.51 1.75 2.90  -0.625
F: -3.58 2.46 3.22  0.118
F: -1.54 2.66 2.62  0.099
F: -2.03 1.04 3.95  0.086
S: -2.78 0.58 1.45  0.569
O: -3.89 -0.26 1.90  -0.350
O: -3.22 1.36 0.30  -0.307
O: -1.49 -0.11 1.19  -0.326
C: 1.78 0.02 4.32  -0.653
F: 2.87 -0.02 5.08  0.106
F: 0.84 -0.91 4.63  0.093
F: 1.20 1.20 4.35  0.146
S: 2.35 -0.42 2.51  0.579
O: 2.93 -1.79 2.58  -0.339
O: 1.14 -0.39 1.66  -0.327
O: 3.23 0.68 2.23  -0.318
C: -3.49 -1.14 -2.69  -0.664
F: -4.58 -0.59 -3.06  0.154
F: -3.62 -1.75 -1.48  0.104
F: -3.25 -2.07 -3.63  0.074
S: -1.98 0.12 -2.63  0.601
O: -2.66 1.41 -2.38  -0.343
O: -1.14 -0.30 -1.48  -0.340
O: -1.22 0.00 -3.90  -0.353
C: 0.76 4.43 -0.22  -0.602
F: 0.31 5.59 -0.81  0.061
F: 2.05 4.25 -0.58  0.096
F: 0.66 4.55 1.11  0.095
S: -0.33 2.94 -0.78  0.613
O: 0.03 2.77 -2.24  -0.347
O: 0.11 1.74 0.03  -0.346
O: -1.74 3.34 -0.70  -0.332
C: 3.62 0.90 -2.50  -0.552
F: 3.57 1.50 -3.73  0.063
F: 4.77 0.23 -2.31  0.076
F: 3.40 1.77 -1.48  0.105
S: 2.15 -0.46 -2.60  0.603
O: 1.30 -0.13 -3.76  -0.332
O: 2.82 -1.77 -2.65  -0.357
O: 1.46 -0.30 -1.29  -0.350